[1]
Here is a molecular structure, C38H44As2BF4N2Re from the Open Molecules 2025 dataset. Energies are from wB97M-V/def2-TZVPD.

CARTESIAN COORDINATES (ANGSTROEM)
Re -0.18097 -0.59085 -0.16388
C 0.41446 0.42517 -3.29689
C 0.96036 1.84914 -3.16976
C -0.09540 2.85904 -3.64445
C 1.64335 2.25303 -1.85075
C 2.88467 2.86857 -1.99474
C 3.61140 3.31447 -0.90540
C 3.08702 3.16265 0.36307
C 1.85755 2.54050 0.58279
C 1.44988 2.43182 2.05795
C -0.00301 2.74626 2.42659
C 1.89321 1.10537 2.68196
C 1.16921 2.07428 -0.54327
N -0.10438 1.34984 -0.36249
C -1.26930 2.16962 -0.55749
C -1.29682 3.55688 -0.57815
C -2.50544 4.22310 -0.71863
C -3.70148 3.52004 -0.84718
C -3.68786 2.13196 -0.85063
C -2.46693 1.53044 -0.71608
F -2.38516 0.16102 -0.75392
H 0.22222 0.21075 -4.35149
H -0.54318 0.30162 -2.78272
H 1.11565 -0.32456 -2.93265
H 1.77082 1.91160 -3.89521
H -1.04988 2.72886 -3.12904
H -0.27898 2.71666 -4.71288
H 0.23683 3.89090 -3.49565
H 3.28635 3.00174 -2.99455
H 4.57708 3.78536 -1.04708
H 3.64467 3.52606 1.22119
H 2.04457 3.20203 2.54884
H -0.68279 1.92958 2.17880
H -0.37047 3.64880 1.94085
H -0.06536 2.91166 3.50643
H 1.27854 0.28053 2.33715
H 1.81567 1.15720 3.77367
H 2.92779 0.86544 2.42153
H -0.36892 4.10855 -0.48720
H -2.51263 5.30622 -0.72778
H -4.64049 4.04795 -0.95393
H -4.58518 1.53204 -0.95815
C -1.00927 -0.70663 3.56826
As -1.63490 -1.33268 1.86063
C -1.58652 -3.23360 2.14513
C -3.50032 -0.80962 1.84580
C -3.90939 0.11303 2.80721
C -5.23499 0.52003 2.86275
C -6.15315 -0.00621 1.96662
C -5.73955 -0.92473 1.00656
C -4.40846 -1.32796 0.91567
As -3.79250 -2.54776 -0.49715
C -4.87280 -4.10634 -0.03060
C -4.86544 -1.90156 -1.98502
H -0.00649 -1.09895 3.71053
H -1.66976 -1.10024 4.33582
H -0.97468 0.37497 3.61516
H -2.19418 -3.43932 3.02192
H -0.55463 -3.53120 2.31869
H -1.96594 -3.76434 1.27804
H -3.20773 0.51897 3.52057
H -5.54622 1.23981 3.60962
H -7.19272 0.29707 2.01285
H -6.47299 -1.33134 0.32064
H -5.93142 -3.84469 -0.01615
H -4.58152 -4.47825 0.95024
H -4.70301 -4.89041 -0.76691
H -5.92105 -1.83093 -1.72978
H -4.74958 -2.61854 -2.79620
H -4.50041 -0.93391 -2.32279
B -0.14426 -5.13190 -1.31450
C -0.16430 -3.64817 -0.92702
N -0.19236 -2.51515 -0.64338
H 0.52952 -5.20255 -2.33044
H -1.29407 -5.50393 -1.46950
H 0.40964 -5.67872 -0.36698
F 9.25856 -0.53737 -0.09636
C 8.64346 -1.68842 -0.41837
F 9.04556 -2.61670 0.46320
F 9.06955 -2.05737 -1.63243
C 7.14868 -1.52108 -0.37422
C 6.37863 -1.71905 -1.50605
C 5.00628 -1.53631 -1.44186
C 4.40995 -1.15125 -0.24431
C 5.19507 -0.96505 0.89988
C 6.56185 -1.15163 0.83157
C 2.99229 -0.92830 -0.19163
C 1.78717 -0.77102 -0.17585
H 6.84603 -2.01943 -2.43447
H 4.39249 -1.69030 -2.32227
H 4.72571 -0.67981 1.83456
H 7.17751 -1.01254 1.71354

Forces on the atoms, in the same order (eV/Å):
0.5 1.0 -0.4
-0.1 0.1 0.0
0.0 0.1 0.1
0.0 0.1 0.0
0.0 -0.1 -0.2
0.0 0.1 -0.1
0.0 0.0 0.0
0.0 0.0 0.0
0.0 0.1 0.2
-0.1 -0.1 -0.1
0.0 0.0 0.0
0.2 0.1 0.1
-0.5 -0.3 0.0
-0.4 0.2 0.1
0.9 -0.3 0.2
0.1 0.3 0.0
0.0 0.0 0.0
0.1 0.1 0.0
-0.2 0.0 -0.1
-0.4 -0.2 -0.1
0.1 -0.6 0.1
0.0 0.0 0.1
0.0 0.0 0.0
0.1 -0.1 0.0
0.1 0.0 0.0
0.1 0.0 0.0
0.0 0.0 0.1
0.0 -0.1 0.0
0.0 0.0 0.1
-0.1 0.0 0.0
0.0 0.0 -0.1
0.0 0.1 0.0
0.0 0.0 -0.1
0.0 0.0 0.0
0.0 0.0 -0.1
-0.1 -0.1 -0.1
0.0 0.0 -0.1
-0.1 0.1 0.0
-0.1 0.0 0.0
0.0 -0.1 0.0
0.1 0.0 0.0
0.1 0.1 0.0
0.1 -0.1 0.0
0.5 0.3 -0.3
0.1 -0.1 -0.1
0.0 0.1 -0.1
-0.1 0.0 -0.1
0.0 0.0 0.0
0.0 -0.1 -0.1
0.1 0.1 0.1
-0.2 0.1 0.1
0.2 -0.1 0.0
-0.1 0.0 0.0
-0.1 0.0 0.0
0.1 0.0 0.0
0.0 0.0 0.1
0.0 0.1 0.0
0.0 -0.1 0.1
0.0 0.0 0.0
0.0 0.0 0.0
0.0 0.0 0.0
0.0 0.0 0.0
0.1 0.0 0.0
0.0 0.0 0.0
0.0 0.0 0.0
0.0 0.0 0.0
0.0 0.0 0.0
0.0 0.0 0.0
0.0 0.0 0.0
0.0 0.0 0.0
0.2 -0.3 0.0
-0.1 0.1 -0.2
-0.3 -0.2 -0.3
-0.1 0.0 0.2
0.2 0.2 0.1
-0.1 0.1 -0.2
0.1 0.0 0.0
-0.2 0.0 0.0
0.1 0.0 0.0
0.1 0.0 0.1
0.0 0.0 0.0
-0.1 0.0 -0.1
0.0 0.0 -0.2
-0.3 0.2 0.1
0.0 0.0 0.0
0.0 0.0 0.1
0.7 -0.3 -0.1
-0.9 -0.1 1.0
0.0 0.0 0.0
0.1 0.0 0.1
0.0 0.0 -0.1
0.0 0.0 -0.1

The total charge is +1. Its frontier orbital gap (alpha / beta) is 0.2210 / 0.2284 hartree. The total energy comes out at -6557.7256 Eh. Its expectation value of S² is 0.97. The value obtained for the molecular weight is 951.64 g mol⁻¹. The spin multiplicity is 2. The calculation puts the HOMO energy (alpha / beta) at -11.0 / -11.1 eV.


[2]
Here is 5 unconnected molecules or ions with the total composition C38H44BN2O11S2 from the Open Molecules 2025 dataset. Energies are from wB97M-V/def2-TZVPD.

CARTESIAN COORDINATES (ANGSTROEM)
C 5.34899 -0.25437 0.40311
C 4.26722 -0.29872 1.47898
N 4.70915 0.42236 2.69182
C 4.72543 -0.40115 3.90396
C 5.78498 -1.49204 3.82130
C 3.98370 1.62994 2.84470
S 4.61629 3.03924 2.32401
S 2.36979 1.48019 3.53558
C 1.46179 2.75882 2.61960
C -0.02532 2.80737 2.97411
C -0.76544 1.49050 3.28015
C -1.78623 1.04796 2.20330
C -2.67988 -0.08358 2.81196
C -4.13122 0.28582 2.65462
O -4.70102 1.07626 3.38161
N -4.79139 -0.35034 1.56450
C -5.94578 0.37626 1.04591
C -5.00054 -1.77461 1.81190
B -1.16331 0.60930 0.91049
O 0.24318 0.70371 0.63277
O -1.96240 0.01629 -0.09130
C -1.39356 -0.26263 -1.35004
H 6.31077 -0.50882 0.85453
H 5.44644 0.75455 -0.00153
H 5.15128 -0.96652 -0.40027
H 3.34830 0.14956 1.09525
H 4.04938 -1.33683 1.73089
H 5.00552 0.25105 4.73373
H 3.74560 -0.84179 4.13092
H 5.73755 -2.09799 4.72888
H 6.78315 -1.05363 3.78750
H 5.64759 -2.14858 2.96298
H 1.64699 2.61133 1.55703
H 1.92936 3.71126 2.86839
H -0.53784 3.24533 2.11245
H -0.17675 3.51533 3.79258
H -0.06594 0.66845 3.50218
H -1.33694 1.65521 4.19942
H -2.50589 -1.03706 2.29743
H -2.48077 -0.19678 3.88040
H -5.64857 0.91453 0.13851
H -6.33228 1.11205 1.75118
H -6.74274 -0.30265 0.75217
H -4.64430 -2.06957 2.80150
H -4.44277 -2.38742 1.09200
H -6.05848 -2.03508 1.74480
H 0.47281 1.47727 0.11277
H -0.81602 -1.19259 -1.33205
H -2.21319 -0.39581 -2.06219
H -0.76471 0.55653 -1.70827
C -7.73823 -4.34586 -1.20834
C -7.64712 -3.10768 -0.72959
C -8.78385 -2.47901 -0.00918
O -8.70623 -1.35031 0.42310
C -10.02170 -3.28444 0.16036
C -10.10944 -4.52106 -0.32036
C -8.97300 -5.14832 -1.04301
O -9.05990 -6.27692 -1.48218
H -6.92383 -4.82150 -1.73909
H -6.75468 -2.50525 -0.84272
H -10.83459 -2.80476 0.69091
H -10.99997 -5.12743 -0.21227
C -8.32136 -2.20275 -4.95243
C -9.00489 -2.38113 -6.07934
C -8.54885 -3.34475 -7.11267
O -9.17058 -3.50633 -8.14087
C -7.30170 -4.10306 -6.83964
C -6.61777 -3.92561 -5.71289
C -7.07449 -2.96190 -4.67983
O -6.45756 -2.80105 -3.65029
H -8.63202 -1.50529 -4.18454
H -9.91622 -1.84020 -6.30003
H -6.98981 -4.79987 -7.60709
H -5.70632 -4.46627 -5.49175
C 8.42432 1.88812 1.54659
C 8.83808 2.89099 0.77361
C 10.27116 3.24171 0.66033
O 10.64490 4.15612 -0.04847
C 11.24444 2.43252 1.43686
C 10.83720 1.42844 2.20753
C 9.39523 1.07670 2.32233
O 9.04156 0.15619 3.02849
H 7.37454 1.62871 1.64851
H 8.14593 3.49558 0.20880
H 12.28719 2.70673 1.33595
H 11.52331 0.82117 2.78457
C 7.00328 3.92039 -2.58870
C 6.81455 4.05473 -3.89826
C 5.51504 3.71237 -4.53123
O 5.34891 3.83475 -5.72626
C 4.43150 3.21574 -3.64711
C 4.61769 3.08006 -2.33695
C 5.91687 3.42130 -1.70482
O 6.07559 3.29348 -0.50966
H 7.94464 4.16651 -2.11171
H 7.58866 4.41617 -4.56323
H 3.49321 2.97436 -4.13006
H 3.84428 2.72005 -1.66962

Forces on the atoms, in the same order (eV/Å):
0.2 0.0 0.2
0.3 0.2 -0.4
-0.1 -0.2 0.4
0.3 -0.1 0.0
0.1 0.1 0.3
-0.2 0.6 0.0
0.0 -0.1 -0.1
0.1 -0.4 -0.3
0.2 0.7 0.3
-0.2 -0.2 -0.2
-0.9 0.1 -0.2
1.2 -1.3 0.2
-0.5 0.4 -0.5
0.1 -0.1 0.3
0.0 0.2 -0.2
-0.6 0.4 0.5
0.2 0.1 -0.5
0.6 -0.1 -0.3
-0.7 0.5 0.5
0.1 0.3 -0.2
0.3 -0.2 -0.4
-0.5 -0.1 0.3
0.0 -0.1 0.0
0.0 0.0 0.0
-0.1 0.1 -0.1
-0.1 -0.1 0.1
-0.1 0.0 0.1
-0.2 0.1 0.0
-0.1 0.0 -0.1
-0.1 -0.1 -0.1
0.0 0.0 -0.2
0.0 0.0 0.0
0.0 -0.3 0.1
0.0 0.0 0.0
0.0 0.1 0.0
0.2 -0.1 0.1
0.2 0.2 0.1
0.1 0.0 0.1
0.0 -0.1 0.2
0.1 0.0 0.0
0.0 0.1 0.1
0.0 -0.1 0.2
0.0 0.0 0.2
-0.1 0.0 0.0
-0.1 0.0 0.0
0.0 0.1 0.1
0.0 -0.1 -0.1
0.2 0.1 -0.1
0.0 0.0 0.0
0.1 -0.1 -0.1
0.0 0.0 0.0
0.0 0.0 0.0
0.1 0.0 0.0
-0.3 -0.1 0.0
0.0 0.0 0.0
0.0 0.0 0.0
0.0 0.0 0.0
0.0 0.0 0.0
0.0 0.0 0.0
0.0 0.0 0.0
0.0 0.0 0.0
0.0 0.0 0.0
0.0 0.0 0.0
0.0 0.0 0.0
0.0 0.0 0.0
0.0 0.0 0.0
0.0 0.0 0.0
0.0 0.0 0.0
0.0 0.0 0.0
0.0 0.0 0.0
0.0 0.0 0.0
0.0 0.0 0.0
0.0 0.0 0.0
0.0 0.0 0.0
-0.1 0.0 0.0
0.2 0.0 0.1
0.0 0.0 0.0
0.0 0.0 0.0
0.0 0.0 0.0
0.0 0.0 0.0
0.0 0.0 0.0
0.0 0.0 0.0
0.0 0.0 0.0
-0.1 0.0 0.0
0.0 0.0 0.0
0.0 0.0 0.0
0.0 0.0 0.0
0.0 0.0 0.0
0.0 0.0 0.0
0.0 0.0 0.0
0.0 0.0 0.0
0.0 0.0 0.0
-0.1 0.0 0.0
0.1 0.1 -0.3
0.0 0.0 0.0
0.0 0.0 0.0
0.0 0.0 0.0
0.0 0.0 0.0

The total charge is -1. Its frontier orbital gap is 0.0716 hartree. The total energy comes out at -3232.6634 Eh. The value obtained for the molecular weight is 779.72 g mol⁻¹. The calculation puts the HOMO energy at -2.4 eV.